Run 1
Density functional theory data (ωB97M-V/def2-TZVPD) for 2 unconnected molecules or ions with the total composition C10H13O2.

Element x y z (Å)
C -0.5393 2.2992 -0.6357
C -0.3810 2.7462 0.8552
C 0.8988 2.6081 -1.2570
O 2.0366 2.3395 -0.8622
O 0.7303 3.2729 -2.2765
H -0.7109 1.1861 -0.9481
H -1.3184 2.8922 -1.0360
H 0.5921 2.3785 1.1509
H -1.2310 2.2914 1.4069
H -0.3863 3.7913 0.9102
C -1.0147 -2.6053 -1.4809
C 1.3863 -0.4085 0.4952
C 0.6100 -0.9612 -0.5823
C 1.1033 -0.9718 1.7660
C -0.3665 -1.9453 -0.3501
C 0.0585 -1.8679 2.0079
C -0.7343 -2.2892 1.0062
H 2.1319 0.3065 0.4569
H 0.6516 -0.6805 -1.7990
H 1.8274 -0.8595 2.5580
H -0.1766 -2.3079 2.9282
H -0.6903 -3.6599 -1.6796
H -0.8113 -2.0869 -2.4585
H -1.5485 -3.0505 1.2488
H -2.1177 -2.4173 -1.4243

Properties
* charge: -1
* HOMO energy: -3.36 eV

Run 2
Density functional theory data (ωB97M-V/def2-TZVPD) for 2 unconnected molecules or ions with the total composition C10H13O2.

Element x y z (Å)
C 0.0676 -1.6594 -2.1684
C 1.2995 -2.2486 -1.4966
C -1.2689 -2.3479 -1.7740
O -1.4430 -2.6571 -0.5713
O -2.0558 -2.5278 -2.7320
H -0.0416 -0.5852 -2.0042
H 0.1122 -1.6867 -3.2556
H 1.0386 -2.5044 -0.4600
H 2.0988 -1.5271 -1.3811
H 1.5572 -3.1951 -1.9750
C -0.9423 3.2022 0.2444
C -0.9163 0.7367 0.6595
C -0.4588 2.0026 1.0134
C -0.3264 -0.4256 1.1431
C 0.6591 2.0955 1.8512
C 0.7592 -0.3283 2.0217
C 1.2315 0.9287 2.3445
H -1.8283 0.6084 0.0958
H -0.6731 -1.4028 0.8125
H -1.4289 2.9420 -0.6963
H -0.1179 3.8532 -0.0802
H 1.0545 3.0464 2.1815
H 1.1483 -1.2610 2.4166
H 2.0651 1.0395 3.0245
H -1.5902 3.9019 0.7861

Properties
* charge: -1
* HOMO energy: -4.05 eV

Run 3
Density functional theory data (ωB97M-V/def2-TZVPD) for 2 unconnected molecules or ions with the total composition C10H13O2.

Element x y z (Å)
C 0.2711 0.6647 2.6569
C 1.3633 -0.2343 3.2193
C 0.7942 1.7191 1.6546
O 2.0269 1.9196 1.6179
O -0.0921 2.2719 0.9553
H -0.3940 0.0265 2.0694
H -0.3245 1.1466 3.4265
H 1.8162 -0.8033 2.4002
H 1.0606 -0.9328 4.0039
H 2.2198 0.3486 3.5699
C -1.3420 1.3442 -1.9076
C -1.4036 -2.3227 -1.0085
C -0.1129 -2.7230 -1.3139
C -1.8112 -1.0267 -1.2777
C -0.9349 -0.1103 -1.8803
C 0.7529 -1.8302 -1.9230
C 0.3589 -0.5129 -2.1652
H -2.1119 -3.0123 -0.5765
H 0.2348 -3.7165 -1.0538
H -2.8087 -0.6780 -1.0576
H 1.7350 -2.1393 -2.2167
H -0.8837 1.8566 -1.0671
H -2.4179 1.4547 -2.0136
H 1.1368 0.1173 -2.5772
H -0.8883 1.8403 -2.7795

Properties
* charge: -1
* HOMO energy: -4.04 eV

Stability, lowest: run 1

Run 1
Density functional theory data (ωB97M-V/def2-TZVPD) for a molecular structure, C3H5NS2.

Element x y z (Å)
C -0.9489 0.1797 -0.0789
C 0.3010 -0.4578 -0.1096
C 1.5857 0.0290 -0.1361
H -2.1776 -1.4041 0.5408
H -3.2367 -0.0179 0.2827
H -1.0594 1.2369 -0.0028
H 0.2021 -1.5512 -0.2649
H 2.9855 1.7661 0.2124
N -2.1184 -0.4182 -0.2455
S 1.6016 1.7358 -0.1098
S 2.8652 -1.0983 -0.0882

Properties
* HOMO energy: -8.24 eV

Run 2
Density functional theory data (ωB97M-V/def2-TZVPD) for C3H5NS2 in the gas phase.

Element x y z (Å)
C -0.9353 0.2122 -0.0026
C 0.5850 0.2361 -0.1045
C 1.2134 0.2382 -1.4415
H -1.9853 -1.4295 2.9394
H -1.4927 0.5884 -0.8801
H 1.1303 -0.2095 0.7261
H 2.1562 -0.3192 -1.5320
H 0.5730 0.1819 -2.3155
N -1.6386 -0.3235 0.9125
S -0.9058 -1.0373 2.2179
S 1.2998 1.8622 -0.5196

Properties
* SMILES: S/N=C\[C@H]1CS1
* HOMO energy: -8.89 eV

Run 3
Density functional theory data (ωB97M-V/def2-TZVPD) for C3H5NS2 in the gas phase.

Element x y z (Å)
C -1.9303 -0.5393 -0.0338
C -0.4445 -0.3201 -0.1206
C 1.9330 0.9248 0.0720
H -2.3095 -0.5185 1.0034
H -2.4892 0.2761 -0.5396
H -2.0872 -1.5529 -0.3932
H 2.3453 1.1823 1.0342
H 2.4564 1.4261 -0.7500
N 0.3560 -1.3112 -0.0262
S 2.0146 -0.8810 -0.1188
S 0.1552 1.3137 -0.1274

Properties
* SMILES: CC1=NSCS1
* HOMO energy: -8.21 eV

Stability, lowest: run 1